No. 1
DFT (ωB97M-V/def2-TZVPD) results for a structure of composition C25H18BrF3N3O4SbV.

CARTESIAN COORDINATES (ANGSTROEM)
V (1.02, 0.68, -1.60)
N (0.58, 2.44, -0.47)
N (-0.27, 3.22, -1.28)
C (-0.68, 2.71, -2.50)
O (-1.53, 3.21, -3.17)
O (-0.01, 1.57, -2.81)
H (0.13, 2.23, 0.42)
H (1.46, 2.93, -0.32)
H (-0.72, 4.04, -0.90)
Br (3.15, 4.84, -1.63)
C (4.21, 3.41, -0.97)
C (5.53, 3.63, -0.60)
C (6.24, 2.56, -0.09)
C (5.62, 1.33, 0.04)
C (4.31, 1.22, -0.38)
N (3.61, 2.24, -0.89)
C (3.58, -0.10, -0.28)
O (3.86, -0.95, 0.51)
O (2.57, -0.19, -1.16)
H (5.97, 4.61, -0.71)
H (7.27, 2.70, 0.21)
H (6.13, 0.47, 0.45)
F (-6.29, -1.45, -3.08)
C (-5.11, -1.33, -2.49)
C (-4.98, -1.75, -1.17)
C (-3.75, -1.63, -0.56)
C (-2.67, -1.09, -1.26)
C (-2.83, -0.66, -2.57)
C (-4.06, -0.78, -3.20)
Sb (-0.83, -0.86, -0.29)
C (-1.34, 0.20, 1.46)
C (-2.11, 1.35, 1.32)
C (-2.45, 2.11, 2.43)
C (-2.00, 1.69, 3.67)
F (-2.32, 2.42, 4.74)
C (-1.25, 0.55, 3.84)
C (-0.92, -0.20, 2.72)
C (-0.21, -2.75, 0.38)
C (-1.02, -3.87, 0.20)
C (-0.60, -5.11, 0.64)
C (0.64, -5.21, 1.25)
F (1.05, -6.40, 1.69)
C (1.47, -4.12, 1.43)
C (1.04, -2.88, 0.97)
H (-5.84, -2.16, -0.66)
H (-3.64, -1.94, 0.48)
H (-2.00, -0.22, -3.12)
H (-4.21, -0.45, -4.22)
H (-2.48, 1.66, 0.34)
H (-3.05, 3.00, 2.35)
H (-0.93, 0.26, 4.83)
H (-0.34, -1.11, 2.84)
H (-1.98, -3.79, -0.29)
H (-1.20, -6.00, 0.51)
H (2.44, -4.24, 1.89)
H (1.71, -2.03, 1.06)

HOMO energy (alpha / beta) in eV: -12.160 / -12.127
Gap between HOMO and LUMO (alpha / beta) in eV: 8.08 / 8.61
Lowest unoccupied orbital energy (alpha / beta) in Eh: -0.1499 / -0.1291
Total charge: +1
Energy above the lowest of the compared OMol25 structures with the same formula, charge and spin in kcal/mol: 23.0
Spin multiplicity: 3



No. 2
DFT (ωB97M-V/def2-TZVPD) results for a cluster of 2 separate species, C25H18Cl2N4O3 in total in a non-equilibrium geometry.

CARTESIAN COORDINATES (ANGSTROEM)
N (1.44, 1.18, -1.92)
C (1.45, 1.46, -0.78)
C (1.52, 1.87, 0.57)
C (2.50, 1.34, 1.37)
C (3.21, 0.15, 1.03)
N (3.85, -0.80, 0.78)
C (2.82, 1.92, 2.70)
O (3.39, 1.27, 3.57)
C (2.31, 3.31, 2.91)
Cl (2.83, 4.05, 4.35)
C (1.45, 3.91, 2.03)
Cl (1.01, 5.55, 2.19)
C (0.91, 3.19, 0.84)
O (0.04, 3.65, 0.10)
C (-2.99, 0.44, 1.85)
O (-1.98, 0.78, 0.86)
C (-1.05, -0.12, 0.52)
C (-0.93, -0.39, -0.87)
N (-0.12, -1.30, -1.49)
C (0.99, -1.99, -0.88)
C (-0.38, -1.31, -2.85)
C (0.25, -2.01, -3.87)
C (-0.17, -1.73, -5.18)
C (-1.16, -0.77, -5.44)
C (-1.77, -0.06, -4.39)
C (-1.36, -0.36, -3.09)
N (-1.66, 0.23, -1.87)
C (-2.53, 1.36, -1.73)
C (-0.43, -0.91, 1.60)
C (-0.62, -2.30, 1.66)
C (0.04, -3.05, 2.62)
C (0.87, -2.42, 3.55)
C (0.97, -1.03, 3.56)
C (0.23, -0.27, 2.67)
H (-3.56, 1.37, 1.97)
H (-3.63, -0.36, 1.45)
H (-2.53, 0.13, 2.79)
H (1.68, -2.27, -1.68)
H (1.52, -1.34, -0.17)
H (0.64, -2.90, -0.38)
H (1.04, -2.72, -3.64)
H (0.29, -2.25, -6.02)
H (-1.46, -0.56, -6.47)
H (-2.53, 0.71, -4.55)
H (-2.82, 1.67, -2.74)
H (-3.43, 1.08, -1.17)
H (-2.02, 2.19, -1.22)
H (-1.29, -2.75, 0.92)
H (-0.11, -4.14, 2.65)
H (1.44, -3.01, 4.28)
H (1.63, -0.52, 4.28)
H (0.17, 0.82, 2.75)

HOMO energy in eV: -6.535
Gap between HOMO and LUMO in eV: 3.74
Lowest unoccupied orbital energy in Eh: -0.1029
Structure (SMILES): N#CC1=C(C#N)C(=O)C(Cl)=C(Cl)C1=O.COC(=C1N(C)c2ccccc2N1C)c1ccccc1
Spin multiplicity: 1



No. 3
DFT (ωB97M-V/def2-TZVPD) results for a cluster of 3 separate species, C25H18Cl6N2O in total in a non-equilibrium geometry.

CARTESIAN COORDINATES (ANGSTROEM)
Cl (-0.14, -0.64, 1.69)
C (1.32, -3.15, 2.37)
Cl (2.08, -3.16, 0.77)
C (2.06, -2.46, 3.43)
O (3.17, -1.98, 3.21)
C (1.42, -2.39, 4.76)
Cl (2.24, -1.55, 5.99)
C (0.17, -2.94, 4.97)
Cl (-0.59, -2.79, 6.49)
C (-0.54, -3.56, 3.91)
Cl (-2.14, -4.10, 4.12)
C (0.10, -3.73, 2.65)
Cl (-0.67, -4.65, 1.42)
N (2.76, 6.33, 2.11)
C (2.54, 5.30, 1.59)
C (2.27, 4.03, 0.95)
C (1.72, 3.94, -0.33)
C (1.32, 2.72, -0.82)
C (1.50, 1.52, -0.10)
C (0.94, 0.25, -0.55)
C (-0.23, 0.13, -1.32)
N (-0.57, -1.03, -1.91)
C (0.34, -2.18, -1.97)
C (-0.45, -3.28, -2.68)
C (-1.81, -2.70, -3.08)
C (-1.81, -1.21, -2.72)
C (-1.17, 1.28, -1.43)
C (-1.61, 1.95, -0.27)
C (-2.48, 3.05, -0.37)
C (-2.93, 3.44, -1.64)
C (-2.51, 2.78, -2.80)
C (-1.60, 1.72, -2.69)
C (2.27, 1.61, 1.09)
C (2.67, 2.84, 1.58)
H (1.62, 4.85, -0.91)
H (0.84, 2.70, -1.81)
H (1.52, -0.63, -0.35)
H (1.22, -1.94, -2.59)
H (0.69, -2.44, -0.96)
H (0.13, -3.60, -3.55)
H (-0.60, -4.13, -2.01)
H (-2.05, -2.83, -4.14)
H (-2.58, -3.18, -2.47)
H (-2.72, -0.94, -2.15)
H (-1.79, -0.60, -3.65)
H (-1.20, 1.65, 0.70)
H (-2.83, 3.57, 0.53)
H (-3.64, 4.26, -1.72)
H (-2.88, 3.06, -3.79)
H (-1.15, 1.28, -3.60)
H (2.46, 0.67, 1.63)
H (3.30, 2.90, 2.47)

HOMO energy in eV: -6.781
Gap between HOMO and LUMO in eV: 2.98
Lowest unoccupied orbital energy in Eh: -0.1396
Energy above the lowest of the compared OMol25 structures with the same formula, charge and spin in kcal/mol: 24.8
Spin multiplicity: 1



No. 4
DFT (ωB97M-V/def2-TZVPD) results for a structure of composition C25H18ClFeN3O9 in a non-equilibrium geometry.

CARTESIAN COORDINATES (ANGSTROEM)
Fe (0.11, -0.20, -0.12)
C (-2.31, -3.70, -2.22)
O (-2.62, -2.47, -2.90)
C (-3.13, -1.44, -2.15)
C (-4.26, -0.83, -2.62)
C (-4.85, 0.26, -1.96)
C (-4.29, 0.73, -0.80)
C (-3.11, 0.15, -0.31)
C (-2.53, 0.60, 0.92)
N (-1.36, 0.18, 1.26)
N (-0.93, 0.31, 2.54)
C (0.30, -0.19, 2.56)
O (0.86, -0.71, 1.54)
C (1.06, -0.18, 3.84)
C (0.56, 0.51, 4.95)
C (1.29, 0.53, 6.13)
C (2.51, -0.13, 6.21)
C (3.00, -0.82, 5.11)
C (2.28, -0.84, 3.93)
C (-2.48, -0.94, -0.98)
O (-1.38, -1.46, -0.55)
H (-1.79, -4.31, -2.95)
H (-3.24, -4.20, -1.93)
H (-1.69, -3.54, -1.35)
H (-4.69, -1.22, -3.54)
H (-5.75, 0.72, -2.37)
H (-4.73, 1.56, -0.26)
H (-3.07, 1.26, 1.59)
H (-0.38, 1.02, 4.86)
H (0.91, 1.08, 6.98)
H (3.08, -0.11, 7.13)
H (3.95, -1.33, 5.17)
H (2.66, -1.34, 3.05)
O (2.55, 2.07, 1.67)
Cl (1.84, 2.08, 0.43)
O (2.17, 3.23, -0.35)
O (2.12, 0.85, -0.32)
O (0.39, 2.02, 0.68)
O (-0.02, 0.64, -3.91)
C (0.09, 0.14, -2.80)
O (-0.34, 0.62, -1.70)
C (0.79, -1.20, -2.64)
C (1.06, -2.02, -3.77)
C (1.61, -3.24, -3.56)
C (1.90, -3.67, -2.24)
C (2.42, -4.95, -1.96)
C (2.67, -5.33, -0.67)
C (2.40, -4.43, 0.39)
C (1.89, -3.19, 0.15)
C (1.62, -2.79, -1.17)
N (1.07, -1.56, -1.41)
H (0.81, -1.63, -4.74)
H (1.83, -3.90, -4.39)
H (2.62, -5.63, -2.78)
H (3.06, -6.31, -0.45)
H (2.60, -4.74, 1.41)
H (1.68, -2.50, 0.96)

HOMO energy (alpha / beta) in eV: -4.834 / -4.945
Gap between HOMO and LUMO (alpha / beta) in eV: 6.87 / 6.92
Lowest unoccupied orbital energy (alpha / beta) in Eh: 0.0748 / 0.0725
Total charge: -1
Energy above the lowest of the compared OMol25 structures with the same formula, charge and spin in kcal/mol: 0.0
Spin multiplicity: 2



No. 5
DFT (ωB97M-V/def2-TZVPD) results for a structure of composition C25H18ClN5O5Tl.

CARTESIAN COORDINATES (ANGSTROEM)
Tl (0.03, -0.62, 1.33)
C (2.17, 3.34, 1.36)
C (1.77, 1.91, 1.43)
N (0.55, 1.52, 1.33)
N (-0.48, 2.37, 1.12)
C (-1.61, 1.74, 0.84)
O (-1.75, 0.47, 0.73)
C (-2.81, 2.58, 0.61)
C (-4.02, 1.97, 0.29)
C (-5.15, 2.74, 0.08)
C (-5.07, 4.13, 0.19)
C (-3.86, 4.74, 0.51)
C (-2.73, 3.97, 0.72)
C (2.80, 0.84, 1.61)
C (4.12, 1.15, 1.88)
C (5.03, 0.11, 2.05)
C (4.60, -1.20, 1.94)
C (3.26, -1.43, 1.67)
N (2.40, -0.43, 1.50)
H (1.30, 3.96, 1.15)
H (2.92, 3.49, 0.59)
H (2.60, 3.65, 2.31)
H (-4.07, 0.89, 0.22)
H (-6.09, 2.27, -0.16)
H (-5.95, 4.73, 0.03)
H (-3.80, 5.81, 0.59)
H (-1.79, 4.43, 0.97)
H (4.44, 2.18, 1.98)
H (6.06, 0.33, 2.27)
H (5.27, -2.03, 2.07)
H (2.86, -2.43, 1.58)
O (-0.38, -6.56, 0.76)
C (-0.36, -6.02, -0.45)
O (-0.38, -6.67, -1.46)
C (-0.24, -4.52, -0.54)
C (-0.21, -3.82, -1.74)
Cl (-0.27, -4.35, -3.34)
N (-0.10, -2.51, -1.47)
N (-0.05, -2.33, -0.14)
C (-0.14, -3.52, 0.44)
C (-0.13, -3.53, 1.94)
O (-0.15, -4.59, 2.54)
O (-0.06, -2.37, 2.53)
C (-0.05, -1.36, -2.33)
C (1.10, -0.60, -2.35)
C (1.13, 0.56, -3.12)
C (0.01, 0.92, -3.85)
C (-1.14, 0.14, -3.83)
C (-1.18, -1.01, -3.05)
H (-0.34, -5.89, 1.48)
H (1.97, -0.92, -1.79)
H (2.02, 1.16, -3.16)
H (0.03, 1.82, -4.45)
H (-2.01, 0.43, -4.40)
H (-2.07, -1.63, -3.01)

HOMO energy in eV: -11.602
Gap between HOMO and LUMO in eV: 7.37
Lowest unoccupied orbital energy in Eh: -0.1555
Total charge: +1
Energy above the lowest of the compared OMol25 structures with the same formula, charge and spin in kcal/mol: 2.3
Spin multiplicity: 1



No. 6
DFT (ωB97M-V/def2-TZVPD) results for a structure of composition C25H18Co2NO6S in a non-equilibrium geometry.

CARTESIAN COORDINATES (ANGSTROEM)
C (1.00, 1.91, 3.73)
S (1.42, 1.54, 1.98)
C (2.89, 0.57, 2.46)
C (0.19, 0.32, 1.46)
C (-1.12, 0.47, 2.15)
C (-1.81, -0.66, 2.64)
C (-3.08, -0.51, 3.17)
C (-3.69, 0.74, 3.23)
C (-5.02, 0.89, 3.75)
N (-6.09, 1.02, 4.21)
C (-3.01, 1.86, 2.75)
C (-1.72, 1.74, 2.27)
H (0.06, 2.47, 3.80)
H (0.94, 0.99, 4.33)
H (1.84, 2.52, 4.08)
H (3.01, -0.33, 1.86)
H (3.72, 1.26, 2.31)
H (2.81, 0.33, 3.53)
H (0.67, -0.65, 1.66)
H (-1.35, -1.65, 2.61)
H (-3.63, -1.37, 3.57)
H (-3.50, 2.83, 2.78)
H (-1.21, 2.65, 1.94)
O (-3.13, 0.54, -1.48)
C (-2.00, 0.44, -1.24)
Co (-0.43, 0.04, -0.63)
C (-0.21, 2.00, -0.67)
O (-0.80, 2.94, -0.20)
C (-1.02, -1.54, -0.20)
O (-1.54, -2.57, -0.04)
C (0.93, -0.39, -2.06)
C (0.43, -1.27, -3.11)
C (0.36, -2.65, -2.88)
C (-0.15, -3.49, -3.86)
C (-0.64, -2.96, -5.06)
C (-0.55, -1.58, -5.31)
C (0.01, -0.73, -4.34)
C (1.52, 0.87, -1.89)
C (0.83, 2.14, -1.74)
Co (2.50, -0.35, -1.11)
C (2.09, -1.69, -0.03)
O (1.87, -2.65, 0.59)
C (3.30, 1.05, -0.41)
O (3.95, 1.95, -0.09)
C (3.96, -0.98, -1.85)
O (4.96, -1.37, -2.28)
H (0.72, -3.08, -1.95)
H (-0.20, -4.57, -3.70)
H (-1.11, -3.61, -5.80)
H (-0.91, -1.16, -6.26)
H (0.13, 0.35, -4.51)
H (1.49, 2.97, -1.48)
H (0.29, 2.40, -2.68)

HOMO energy in eV: -3.165
Gap between HOMO and LUMO in eV: 5.15
Lowest unoccupied orbital energy in Eh: 0.0730
Total charge: -1
Energy above the lowest of the compared OMol25 structures with the same formula, charge and spin in kcal/mol: 6.5
Spin multiplicity: 1



No. 7
DFT (ωB97M-V/def2-TZVPD) results for a structure of composition C25H18F10N6ORhS.

CARTESIAN COORDINATES (ANGSTROEM)
Rh (0.71, -0.40, 0.36)
C (-3.18, 0.83, 1.01)
N (-1.76, 1.44, -0.77)
C (-1.67, 1.26, -2.22)
C (-1.84, -0.20, -2.64)
N (-1.37, -1.09, -1.58)
C (-1.24, -2.45, -2.01)
C (-2.22, -3.12, -2.76)
F (-3.33, -2.51, -3.18)
C (-2.10, -4.44, -3.15)
F (-3.07, -5.03, -3.85)
C (-0.97, -5.16, -2.80)
F (-0.84, -6.44, -3.17)
C (0.04, -4.53, -2.10)
F (1.15, -5.20, -1.78)
C (-0.09, -3.20, -1.73)
F (0.98, -2.69, -1.11)
C (-0.16, 2.45, 0.84)
C (0.20, 1.80, 2.19)
N (1.24, 0.81, 1.99)
C (2.34, 0.70, 2.77)
C (3.31, -0.28, 2.45)
F (3.10, -1.11, 1.40)
C (4.49, -0.47, 3.14)
F (5.34, -1.42, 2.75)
C (4.80, 0.32, 4.23)
F (5.95, 0.15, 4.91)
C (3.88, 1.28, 4.61)
F (4.13, 2.06, 5.67)
C (2.70, 1.46, 3.91)
F (1.88, 2.42, 4.40)
H (-3.62, 1.82, 0.90)
H (-2.43, 0.85, 1.80)
H (-3.95, 0.13, 1.32)
H (-0.72, 1.67, -2.56)
H (-2.47, 1.85, -2.68)
H (-1.25, -0.40, -3.54)
H (-2.89, -0.38, -2.88)
H (-1.08, 3.03, 0.98)
H (0.24, 1.54, -0.92)
H (-0.69, 1.32, 2.62)
H (0.49, 2.60, 2.87)
N (-3.42, -1.77, -0.45)
C (-2.20, -0.98, -0.33)
S (-1.22, -1.62, 1.08)
N (-2.64, 0.44, -0.28)
N (-0.45, 1.42, -0.18)
C (0.95, 3.39, 0.45)
C (2.29, 3.12, 0.09)
C (3.23, 4.15, 0.33)
C (4.58, 4.01, 0.11)
C (5.06, 2.79, -0.39)
C (4.18, 1.77, -0.69)
C (2.79, 1.90, -0.51)
O (2.00, 0.95, -0.92)
H (-3.43, -2.50, 0.25)
H (-4.24, -1.18, -0.36)
H (0.79, 4.40, 0.81)
H (2.86, 5.08, 0.75)
H (5.26, 4.82, 0.34)
H (6.12, 2.65, -0.54)
H (4.54, 0.84, -1.10)

HOMO energy (alpha / beta) in eV: -3.442 / -4.465
Gap between HOMO and LUMO (alpha / beta) in eV: 5.83 / 6.70
Lowest unoccupied orbital energy (alpha / beta) in Eh: 0.0877 / 0.0821
Total charge: -1
Energy above the lowest of the compared OMol25 structures with the same formula, charge and spin in kcal/mol: 1.4
Spin multiplicity: 5



No. 8
DFT (ωB97M-V/def2-TZVPD) results for the ion C25H18NO4 with charge -1 in a non-equilibrium geometry.

CARTESIAN COORDINATES (ANGSTROEM)
O (-0.84, -4.74, -2.82)
C (-2.06, -5.03, -2.70)
O (-2.94, -4.82, -3.57)
C (-2.39, -5.75, -1.38)
O (-3.40, -5.16, -0.56)
C (-3.14, -3.94, 0.06)
C (-4.21, -3.45, 0.84)
C (-4.19, -2.18, 1.43)
C (-3.09, -1.37, 1.29)
C (-1.95, -1.82, 0.57)
C (-0.79, -1.02, 0.41)
C (-0.74, 0.34, 0.44)
N (-1.79, 1.25, 0.53)
C (-1.34, 2.53, 0.49)
O (-2.01, 3.52, 0.55)
C (0.11, 2.44, 0.40)
C (0.95, 3.64, 0.34)
C (1.95, 3.84, -0.69)
C (2.75, 5.01, -0.75)
C (2.60, 5.98, 0.24)
C (1.63, 5.83, 1.25)
C (0.81, 4.69, 1.27)
C (0.50, 1.10, 0.29)
C (1.83, 0.53, 0.08)
C (2.92, 0.94, 0.88)
C (4.18, 0.38, 0.71)
C (4.39, -0.54, -0.31)
C (3.32, -0.98, -1.10)
C (2.07, -0.41, -0.94)
C (-1.99, -3.12, -0.03)
H (-2.76, -6.75, -1.64)
H (-1.48, -5.92, -0.81)
H (-5.13, -4.01, 0.92)
H (-5.07, -1.75, 1.97)
H (-3.13, -0.40, 1.79)
H (0.12, -1.57, 0.24)
H (-2.76, 0.98, 0.52)
H (2.04, 3.10, -1.45)
H (3.50, 5.14, -1.52)
H (3.23, 6.86, 0.26)
H (1.53, 6.61, 2.00)
H (0.07, 4.56, 2.02)
H (2.72, 1.66, 1.70)
H (5.05, 0.72, 1.29)
H (5.36, -1.00, -0.48)
H (3.44, -1.71, -1.90)
H (1.26, -0.69, -1.60)
H (-1.11, -3.48, -0.56)

HOMO energy in eV: -4.582
Gap between HOMO and LUMO in eV: 6.03
Lowest unoccupied orbital energy in Eh: 0.0530
Total charge: -1
Structure (SMILES): O=C([O-])COc1cccc(/C=C2\NC(=O)C(c3ccccc3)=C2c2ccccc2)c1
Energy above the lowest of the compared OMol25 structures with the same formula, charge and spin in kcal/mol: 1.5
Spin multiplicity: 1



No. 9
DFT (ωB97M-V/def2-TZVPD) results for a structure of composition C25H19BaI2N7O11.

CARTESIAN COORDINATES (ANGSTROEM)
Ba (-0.76, -0.41, 1.60)
O (0.34, -2.60, -4.04)
C (1.12, -1.51, -4.01)
C (1.90, -1.22, -5.13)
C (2.71, -0.10, -5.16)
C (2.76, 0.76, -4.07)
C (1.99, 0.48, -2.95)
C (1.16, -0.64, -2.90)
C (0.35, -0.87, -1.67)
O (0.40, -0.03, -0.73)
N (-0.37, -1.98, -1.67)
N (-1.11, -2.17, -0.51)
C (-1.76, -3.27, -0.53)
C (-2.66, -3.83, 0.47)
C (-3.04, -5.16, 0.26)
C (-3.90, -5.84, 1.09)
C (-4.42, -5.17, 2.19)
C (-4.09, -3.85, 2.43)
C (-3.20, -3.15, 1.59)
O (-2.89, -1.89, 1.85)
H (-0.13, -2.61, -3.14)
H (1.85, -1.90, -5.97)
H (3.31, 0.10, -6.04)
H (3.40, 1.63, -4.08)
H (2.00, 1.11, -2.08)
H (-1.62, -3.90, -1.42)
H (-2.62, -5.66, -0.61)
H (-4.16, -6.87, 0.89)
H (-5.10, -5.68, 2.87)
H (-4.49, -3.33, 3.29)
O (2.14, -1.92, 1.63)
C (1.86, -1.13, 2.54)
O (0.94, -1.26, 3.40)
C (2.66, 0.17, 2.59)
C (4.02, 0.08, 2.60)
C (4.83, 1.23, 2.67)
C (4.26, 2.48, 2.69)
C (2.89, 2.58, 2.61)
C (1.99, 1.46, 2.59)
O (0.73, 1.58, 2.58)
N (2.38, 3.94, 2.59)
O (1.40, 4.21, 1.92)
O (2.96, 4.78, 3.26)
N (6.26, 1.11, 2.72)
O (6.94, 2.13, 2.75)
O (6.76, -0.01, 2.73)
H (4.48, -0.90, 2.54)
H (4.87, 3.37, 2.75)
I (-4.08, -0.42, 3.16)
I (-5.44, 1.54, 4.66)
C (-1.45, 4.41, -1.92)
N (-1.98, 3.17, -1.43)
C (-3.06, 2.43, -2.02)
C (-3.26, 1.30, -0.99)
O (-4.08, 0.42, -1.11)
N (-2.36, 1.49, 0.03)
C (-1.67, 2.59, -0.24)
N (-0.76, 3.10, 0.57)
H (-1.61, 4.46, -3.00)
H (-0.37, 4.46, -1.77)
H (-1.91, 5.29, -1.46)
H (-2.79, 2.00, -2.99)
H (-3.98, 3.02, -2.13)
H (-0.39, 2.57, 1.36)
H (-0.15, 3.84, 0.27)

HOMO energy in eV: -3.074
Gap between HOMO and LUMO in eV: 6.66
Lowest unoccupied orbital energy in Eh: 0.1317
Total charge: -2
Energy above the lowest of the compared OMol25 structures with the same formula, charge and spin in kcal/mol: 8.8
Spin multiplicity: 1



Across the entries above, DFT total energy takes the values -5486.40001, -2328.48888, -3909.22760, -3528.67111, -2245.93669, -4633.21962, -2874.50438, -1319.25670, -2796.08669 a.u., respectively.